# 1
Molecular formula: C5H11BClO9P
Method: DFT, ωB97M-V with the def2-TZVPD basis set

Structure (XYZ):
```
28
Properties=species:S:1:pos:R:3:mulliken_charge:R:1
H -2.8834 -4.5839 0.8469 0.296
C 2.3955 3.0880 -1.1588 -0.466
C -1.3195 -3.0826 1.0198 0.654
O 2.1943 2.3779 0.0913 -0.262
O 0.0763 2.6972 1.5162 -0.635
H 1.5454 6.2440 -0.3764 0.290
H 2.0887 2.4917 -2.0122 0.273
C -2.7286 -3.5153 0.6805 -0.478
H 0.2637 5.4207 -2.0895 0.293
O 1.9082 5.3861 -0.1505 -0.480
O -0.6352 -3.4131 -0.2059 -0.363
H 0.2983 1.3142 -1.5580 0.338
H -1.1758 -3.4660 3.1230 0.394
P 0.7374 1.9081 0.4861 0.937
H -1.2676 -1.9965 1.1411 0.185
B 1.7284 4.5300 -1.1893 0.656
C -0.6870 -3.7735 2.1992 -1.496
H -3.4984 -2.9493 1.1980 0.314
O -2.7902 -3.2602 -0.7304 -0.333
O 1.0254 4.8892 -2.3267 -0.550
O 0.9752 0.3907 1.0114 -0.248
O -0.1285 1.7836 -0.8324 -0.440
Cl 1.5781 -0.6308 -0.2107 0.010
H 3.4729 3.2110 -1.2454 0.271
H -0.7640 -4.8570 2.1012 0.362
C -1.5301 -3.3403 -1.2210 0.661
H 0.3704 -3.5213 2.2657 0.351
O -1.2499 -3.3428 -2.3730 -0.533
```

Calculated values
F_max = 1.058 eV/Å
E = -1700.854331 Eh
ΔE to the lowest compared entry with this formula, charge and spin = 0.0 kcal/mol
HOMO level = -10.90 eV



# 2
Molecular formula: C4H11N3O
Method: DFT, ωB97M-V with the def2-TZVPD basis set

Structure (XYZ):
```
19
Properties=species:S:1:pos:R:3:mulliken_charge:R:1
H 3.1549 -0.7238 0.6935 0.346
N 0.8164 -0.2311 0.4263 -0.291
C -0.4995 0.2218 0.2186 1.252
H -1.7811 -1.4112 0.8837 0.303
N -0.5529 1.6549 0.3929 -0.719
H -0.3795 0.4583 -2.1899 0.378
H 3.1133 -1.8703 -0.6807 0.256
O -2.5846 0.3332 1.5076 -0.546
H -1.9878 0.1854 -1.4848 0.487
C -0.9452 -0.1226 -1.4651 -1.416
H 3.4033 -0.1550 -0.9715 0.281
H -0.8237 -1.1921 -1.6109 0.374
H -2.2789 1.2404 1.6627 0.361
H -1.0268 2.1522 -0.3464 0.223
C -1.4344 -0.4350 1.2468 -0.958
N 1.4388 -0.6709 -0.5721 -0.149
H -0.8614 -0.6202 2.1638 0.362
C 2.8519 -0.8583 -0.3573 -0.769
H 0.3773 2.0442 0.4829 0.225
```

Calculated values
F_max = 5.081 eV/Å
SMILES = C/N=N/[C@](C)(N)CO
E = -398.435703 Eh
ΔE to the lowest compared entry with this formula, charge and spin = 74.3 kcal/mol
HOMO level = -9.15 eV



# 3
Molecular formula: C6H10N2
Method: DFT, ωB97M-V with the def2-TZVPD basis set

Structure (XYZ):
```
18
Properties=species:S:1:pos:R:3:mulliken_charge:R:1
C 2.3519 -0.1638 -0.0360 -1.149
H -0.8700 -2.1739 -0.5835 0.435
N -2.7584 0.0439 0.1577 -0.248
C -0.6981 1.8919 -0.1280 -0.449
H -0.6776 -2.2424 1.1998 0.333
H 2.4804 -1.2336 -0.1802 0.410
C 0.6313 1.7967 -0.2800 -0.445
H -1.3422 2.7767 -0.3303 0.418
H -2.9890 -0.8388 -0.1528 0.234
H 3.0619 0.3709 -0.6356 0.409
H -3.4628 0.6389 0.4312 0.263
C -1.1670 0.4990 0.0347 0.517
H 1.4060 2.4638 -0.6509 0.444
C -0.2526 -1.8733 0.2747 -0.712
C 0.9867 0.3381 -0.1149 0.904
H 2.6466 0.2738 0.9707 0.406
H 0.8343 -2.1633 0.0649 0.158
N -0.1815 -0.4045 -0.0415 0.073
```

Calculated values
F_max = 10.705 eV/Å
E = -343.326541 Eh
ΔE to the lowest compared entry with this formula, charge and spin = 57.0 kcal/mol
Total charge = +2
HOMO level (alpha / beta) = -20.31 / -20.31 eV



# 4
Molecular formula: C24H33ClI2LuOP3
Method: DFT, ωB97M-V with the def2-TZVPD basis set

Structure (XYZ):
```
65
Properties=species:S:1:pos:R:3:mulliken_charge:R:1
C -0.5858 3.9381 2.6966 -0.620
C 1.1372 -1.4593 3.8514 -0.637
H -0.5660 -4.4966 -2.8917 0.306
H -0.7000 6.0207 2.1272 0.410
C 2.5336 0.9277 0.0073 0.687
H -0.3455 -2.7937 4.6860 0.424
H 3.3427 1.4772 1.9598 0.393
H -0.3579 1.8241 3.0141 0.392
H -4.6044 2.4862 -0.2040 0.442
C 5.1964 1.2586 -0.8923 -0.511
C -1.0529 -1.7695 2.9255 -1.013
H -1.0683 -5.0816 -1.3223 0.305
H -1.8164 2.5229 -1.9730 0.173
C -0.2526 2.6343 2.3026 -0.354
C 2.8600 0.7878 -1.3511 -0.520
C 3.5585 1.2901 0.9103 -0.493
H 0.4720 -4.2010 1.1324 0.297
H 4.3980 0.8110 -2.8548 0.433
H 1.8672 -1.6826 4.6405 0.403
H -1.6323 -0.3864 1.3695 0.454
C 0.4426 3.4851 0.1364 -0.636
P -3.3321 0.7410 -1.4288 0.788
H -5.2315 -0.6799 -1.7048 0.305
C 0.1087 4.7796 0.5366 -0.672
C -3.8704 1.6928 0.0406 -1.064
C 4.1728 0.9411 -1.7943 -0.625
H -3.4360 2.8363 -2.7071 0.456
C 1.9657 -2.8496 -2.1209 -1.089
H 1.6907 -2.9857 0.9579 0.181
C -0.1084 -2.0726 3.9073 -0.778
C -2.6723 2.0768 -2.4817 -1.086
H 2.0806 0.5695 -2.0777 0.467
H 5.6706 1.6774 1.1629 0.435
H 0.2319 5.6115 -0.1590 0.434
C -0.4112 5.0108 1.8199 -0.573
C 0.2306 2.3955 1.0058 0.709
C -4.8235 0.1475 -2.3025 -0.996
C -0.1857 -4.8018 -1.9108 -1.037
H 0.8890 3.3305 -0.8445 0.415
H -4.4851 -0.3464 -3.2230 0.278
O -0.0908 0.2017 -0.7174 0.116
Lu -1.4626 -1.3123 -1.3199 0.928
C 1.4982 -0.6390 2.7948 -0.647
Cl -1.2075 -1.3045 -3.7190 -0.477
H -4.2915 0.9812 0.7739 0.320
H 1.6088 -2.5229 -3.1019 0.304
I -3.0442 -3.2046 0.0921 -0.051
H -1.0117 4.1030 3.6859 0.432
H 6.2284 1.3696 -1.2405 0.409
C 0.5513 -0.3297 1.8082 0.844
H 2.6903 -3.6734 -2.2193 0.468
H -5.5638 0.9422 -2.5047 0.414
H 2.0409 -4.6570 0.3039 0.455
C -0.7633 -0.7891 1.9698 -0.316
P 0.5214 -3.3110 -1.1167 0.665
H -2.9678 2.1273 0.5028 0.197
H 2.4842 -0.2142 2.7604 0.303
H -2.2843 1.6355 -3.4027 0.344
C 1.2711 -3.8708 0.4501 -1.033
H 0.5481 -5.6287 -1.9920 0.405
P 0.8007 0.8077 0.4320 0.869
C 4.8796 1.4296 0.4566 -0.800
H -1.9922 -2.3144 2.8611 0.555
I -4.1880 -3.5155 -2.8444 0.230
H 2.4344 -1.9780 -1.6593 0.183
```

Calculated values
F_max = 2.493 eV/Å
E = -4324.423726 Eh
ΔE to the lowest compared entry with this formula, charge and spin = 4.9 kcal/mol
Total charge = +2
HOMO level (alpha / beta) = -14.51 / -14.51 eV



# 5
Molecular formula: C2H3NS
Method: DFT, ωB97M-V with the def2-TZVPD basis set

Structure (XYZ):
```
7
Properties=species:S:1:pos:R:3:mulliken_charge:R:1
N -0.2691 -0.7580 1.1580 -0.463
C -0.0862 0.7018 -0.7412 -0.160
H 1.5561 1.1703 -2.1588 0.383
C 0.6831 0.9148 -1.7468 -0.167
S -1.1634 0.4030 0.4676 -0.083
H -0.6281 -1.6658 0.9121 0.238
H -0.0924 -0.7660 2.1091 0.253
```

Calculated values
F_max = 9.382 eV/Å
SMILES = C#CSN
E = -530.832273 Eh
ΔE to the lowest compared entry with this formula, charge and spin = 64.3 kcal/mol
HOMO level = -8.53 eV



# 6
Molecular formula: C13H17N3O2S
Method: DFT, ωB97M-V with the def2-TZVPD basis set

Structure (XYZ):
```
36
Properties=species:S:1:pos:R:3:mulliken_charge:R:1
C -2.5183 1.1765 0.2828 -0.517
C -3.3798 3.2454 -0.7471 -0.654
C 1.6723 -5.0685 2.4746 -0.804
H 1.6474 -5.8676 3.1913 0.268
N -0.2437 -0.5287 0.3256 -0.075
H 1.7136 -4.8167 -0.8447 0.416
C 0.6272 5.4696 -0.7176 -1.084
H 1.1127 6.2944 -0.9774 0.526
C 2.1575 -5.3075 1.1949 0.025
C -1.9744 3.5826 -1.2518 -0.382
H 2.6333 -6.4527 0.9968 0.185
O 1.0265 1.3392 1.0274 -0.717
S -0.0932 -3.1113 -0.7705 -0.548
C -1.3332 1.5579 0.0658 0.568
O 0.5139 3.1374 -1.0293 -0.419
C 1.1624 -2.4424 0.0068 0.476
H 2.6700 -2.7719 1.0497 0.179
H -4.1591 3.9390 -1.1222 0.405
H -0.3079 5.4993 -0.1024 0.266
H 0.0287 4.4822 -2.4619 0.159
H 3.3492 -4.6073 -0.3198 0.283
H 1.7465 4.0455 -1.8165 0.538
C 0.8214 4.2705 -1.5636 -0.327
H 1.6041 -0.7120 1.2443 0.304
C -0.0245 0.7880 0.4434 0.268
H -0.8379 -0.9809 -0.0675 0.167
C -3.3589 2.1648 -0.1552 -0.405
C -0.8685 2.7917 -0.5946 0.447
H -2.7994 0.4179 0.9277 0.550
C 2.2503 -4.3993 0.0148 -0.702
N 2.1827 -3.0690 0.3563 -0.021
H 1.1525 -4.1502 2.6627 0.290
H -1.9974 4.4043 -1.9507 0.274
N 0.9464 -1.3422 1.0007 -0.352
H -4.3658 1.8979 0.2227 0.203
H 1.4038 5.0910 0.1304 0.212
```

Calculated values
F_max = 18.011 eV/Å
SMILES = C=CCNC(=S)NNC(=O)c1ccccc1OCC
E = -1218.096718 Eh
ΔE to the lowest compared entry with this formula, charge and spin = 304.2 kcal/mol
HOMO level = -8.62 eV